116
Properties=species:S:1:pos:R:3:mulliken_spin:R:1 method="wB97M-V/def2-TZVPD" e_lumo_ev="1.909 / 1.741" homo_ev="-3.71 / -4.33" homo_lumo_gap_ev="5.6 / 6.1" spin_multiplicity=4 charge=-1
V 0.23550 0.07657 0.50737 1.890
C -3.92423 -0.63713 0.45326 -0.008
C -2.44772 -0.73175 0.64770 0.196
N -1.65336 0.32633 0.52501 0.087
N -2.12230 1.59162 0.55767 -0.032
C -1.11254 2.37919 0.86788 0.069
O 0.06123 1.87828 1.12979 -0.020
C -1.35895 3.82734 0.92522 0.023
C -2.55629 4.35901 0.43980 0.018
C -2.76729 5.72548 0.45360 -0.012
C -1.79099 6.57722 0.95737 0.021
C -0.60823 6.05348 1.45811 -0.012
C -0.38990 4.68511 1.44092 0.024
C -1.73588 -1.82963 1.18470 0.197
C -2.27280 -3.07874 1.54359 0.052
C -1.56555 -3.90917 2.37502 0.068
C -0.30061 -3.50224 2.82491 0.092
C 0.23884 -2.34136 2.32014 0.037
N -0.42124 -1.51631 1.49243 0.048
H -4.29387 0.24397 0.97939 0.008
H -4.43947 -1.52090 0.82487 -0.001
H -4.14764 -0.51564 -0.60923 0.015
H -3.29947 3.67395 0.05743 0.002
H -3.69478 6.13271 0.06990 -0.001
H -1.94922 7.64852 0.94354 0.002
H 0.14403 6.71992 1.86108 -0.001
H 0.52752 4.26298 1.83034 0.006
H -3.25600 -3.34976 1.18308 0.015
H -1.98492 -4.85367 2.69845 0.006
H 0.26560 -4.09648 3.52722 0.003
H 1.24120 -2.03479 2.58716 -0.022
C 3.80746 1.89492 -2.66081 0.002
C 3.35156 1.48669 -1.25384 0.036
C 4.07838 2.31178 -0.18630 0.000
C 3.54240 -0.01257 -1.06352 -0.006
C 4.82904 -0.52079 -0.98905 -0.004
C 5.04946 -1.87566 -0.82794 0.003
C 3.97580 -2.73942 -0.75037 0.002
C 2.66462 -2.28150 -0.84436 -0.019
C 1.54612 -3.30482 -0.84589 0.003
C 1.73500 -4.36138 0.25038 0.000
C 1.47669 -4.04162 -2.18881 0.000
C 2.43938 -0.90166 -0.98983 -0.056
N 1.13317 -0.34593 -1.12944 0.028
C 0.83709 -0.02553 -2.43947 0.099
C 1.42784 -0.67215 -3.54334 0.010
C 1.08192 -0.36115 -4.85046 0.002
C 0.17113 0.64509 -5.12851 -0.004
C -0.37340 1.36062 -4.06932 -0.001
C -0.03478 1.01904 -2.78359 -0.051
F -0.51323 1.77973 -1.78287 0.023
H 3.71266 2.97521 -2.79073 0.000
H 3.18970 1.40139 -3.41307 0.000
H 4.84935 1.61753 -2.83350 0.000
H 2.29015 1.71920 -1.15999 0.002
H 5.14265 2.07566 -0.13290 0.000
H 3.64370 2.10967 0.79010 -0.002
H 3.96859 3.37762 -0.40072 0.000
H 5.67974 0.14893 -1.02825 0.000
H 6.06085 -2.25844 -0.76392 0.001
H 4.15609 -3.80037 -0.62542 0.000
H 0.59653 -2.79011 -0.69136 0.015
H 2.50193 -5.08730 -0.03127 0.000
H 0.79845 -4.89687 0.41313 0.007
H 2.04059 -3.90380 1.18770 -0.002
H 2.43530 -4.52055 -2.40415 0.000
H 1.22821 -3.37310 -3.01068 0.001
H 0.70803 -4.81839 -2.14398 0.001
H 2.17614 -1.42905 -3.35165 0.002
H 1.54893 -0.90975 -5.66208 0.000
H -0.10168 0.88402 -6.14753 0.000
H -1.03502 2.20018 -4.23593 0.000
C 0.47723 0.89185 4.42356 -0.019
S 1.50783 -0.42485 5.13692 0.002
C 3.11723 0.10659 4.68824 0.008
C 3.60246 0.15764 3.41596 0.032
S 2.85461 -0.24878 1.94431 0.020
S 5.29317 0.70143 3.33210 0.001
C 5.59360 0.89808 5.02705 0.000
S 7.03626 1.38657 5.65342 0.000
S 4.20721 0.54833 5.99209 0.000
H -0.55803 0.57708 4.55144 -0.001
H 0.70163 0.99402 3.36576 0.032
H 0.65990 1.82743 4.94793 0.000
C -5.33055 -2.38685 -3.80732 0.000
C -5.79953 -3.29625 -2.67209 0.001
C -5.07802 -4.64243 -2.59069 0.001
C -3.60094 -4.56485 -2.20176 -0.001
N -2.72415 -4.20787 -3.30197 -0.001
C -1.95524 -3.09183 -3.33900 -0.001
S -1.91076 -1.95150 -2.11425 0.062
N -1.20146 -2.90705 -4.43801 0.000
C -1.17443 -3.73640 -5.62237 0.000
C -0.37538 -5.03431 -5.44310 0.000
C -0.60312 -6.03468 -6.57563 0.000
C -0.10162 -5.52880 -7.92678 0.000
H -6.04777 -1.57827 -3.95371 0.000
H -5.24792 -2.94068 -4.74592 0.000
H -4.36285 -1.94426 -3.57322 0.000
H -6.86778 -3.49882 -2.79170 0.000
H -5.67353 -2.77279 -1.72041 0.000
H -5.17272 -5.16528 -3.55002 0.000
H -5.57977 -5.25562 -1.83733 0.000
H -3.28527 -5.53375 -1.80082 -0.001
H -3.44323 -3.81098 -1.43224 0.002
H -2.79426 -4.76959 -4.13477 0.000
H -0.58515 -2.10837 -4.38832 0.001
H -0.73865 -3.13584 -6.42030 0.000
H -2.20440 -3.97778 -5.91719 0.000
H -0.65843 -5.49184 -4.49266 0.000
H 0.68820 -4.79287 -5.37481 0.000
H -1.67082 -6.26697 -6.64715 0.000
H -0.08517 -6.96395 -6.32778 0.000
H -0.63335 -4.62726 -8.23184 0.000
H -0.24825 -6.28495 -8.69827 0.000
H 0.96309 -5.29578 -7.87440 0.000

***

117
Properties=species:S:1:pos:R:3:lowdin_charge:R:1 method="wB97M-V/def2-TZVPD" e_lumo_ev="0.125 / 0.185" homo_ev="-5.50 / -5.17" homo_lumo_gap_ev="5.6 / 5.4"
Ca -1.49224 0.74479 -0.97942 1.092
C -0.11078 1.78053 4.03452 -0.073
C -0.45587 0.59410 3.19680 -0.298
C -1.00609 -0.49944 3.78402 0.025
C -1.31437 -1.62462 2.95483 -0.223
N -0.86843 -1.72643 1.75536 0.180
N -0.02715 -0.76205 1.32327 -0.005
B 1.11668 -1.06798 0.44887 -0.582
N 1.16561 -2.42753 -0.06135 0.019
N 1.78134 -3.16593 0.89801 0.210
C 2.25538 -4.29721 0.60627 -0.267
C 2.06459 -4.79278 -0.68717 0.037
C 1.31871 -4.16605 -1.64700 -0.186
C 1.18703 -4.62160 -3.11081 -0.047
C 0.61549 -2.91959 -1.21065 -0.628
S -0.66089 -2.15006 -2.05658 0.625
C 3.11314 -4.95474 1.62818 -0.541
C 4.54623 -5.23245 1.11504 -0.022
C 2.31995 -6.25045 1.92000 -0.041
C 3.18523 -4.09532 2.84933 -0.063
N 2.40535 -0.29743 0.68248 -0.021
N 2.85124 -0.34522 1.99321 0.178
C 4.03649 0.18852 2.21421 -0.238
C 4.83819 0.78463 1.19462 0.002
C 4.17382 1.20759 0.04567 -0.234
C 4.64025 2.20877 -0.97528 -0.038
C 3.07549 0.37684 -0.28392 -0.429
S 2.28490 0.08554 -1.86871 1.016
C 4.50105 0.22817 3.67002 -0.502
C 5.95788 -0.24943 3.66066 -0.051
C 3.51000 -0.61595 4.52491 -0.047
C 4.37014 1.69416 4.20614 -0.023
C -0.23033 0.51623 1.80549 -0.649
S 0.08084 2.01224 0.91409 0.540
C -2.26746 -2.65181 3.49766 -0.538
C -3.05650 -3.22023 2.36722 -0.063
C -3.26500 -2.04886 4.47527 -0.055
C -1.51858 -3.87337 4.12428 -0.019
H 0.07564 1.50733 5.07312 0.075
H 0.84870 2.23886 3.63712 0.080
H -0.93927 2.44378 4.08213 0.068
H -1.42059 -0.45887 4.76522 0.095
H 2.51039 -5.68718 -1.00059 0.102
H 1.61820 -5.60232 -3.11155 0.062
H 0.08844 -4.72247 -3.32027 0.081
H 1.58132 -4.00290 -3.88720 0.072
H 4.45231 -5.91659 0.23552 0.091
H 5.07032 -4.35243 0.81121 0.083
H 5.17749 -5.80128 1.75598 0.070
H 1.93812 -6.91767 1.07715 0.103
H 3.05227 -6.88245 2.45786 0.082
H 1.45165 -6.15632 2.63138 0.096
H 3.49170 -3.07929 2.67863 0.056
H 2.32129 -4.07090 3.48991 0.081
H 3.97291 -4.60948 3.46390 0.107
H 5.85787 1.08153 1.42811 0.100
H 4.40377 3.24934 -0.58428 0.113
H 5.70238 2.12264 -1.08524 0.070
H 4.12104 2.15458 -1.91862 0.047
H 6.04400 -1.27198 3.30329 0.084
H 6.59295 0.42777 3.05388 0.073
H 6.37859 -0.18951 4.67488 0.087
H 3.42401 -1.64279 4.27190 0.041
H 3.96334 -0.64292 5.49907 0.072
H 2.51532 -0.12675 4.60727 0.090
H 5.34032 2.18368 4.21026 0.074
H 3.83739 2.28637 3.48054 0.072
H 3.89156 1.70396 5.19230 0.082
H -3.34853 -2.42522 1.70128 0.088
H -2.40354 -3.84091 1.85082 0.053
H -3.87462 -3.86750 2.68552 0.097
H -3.94236 -1.36116 3.95973 0.107
H -3.79620 -2.87017 4.86676 0.061
H -2.86334 -1.64917 5.40246 0.075
H -0.99797 -4.35933 3.34149 0.056
H -0.91487 -3.71067 4.99559 0.076
H -2.31065 -4.57056 4.39786 0.081
F -3.11033 -0.04827 -0.10359 -0.721
C -0.46498 2.62440 -4.96654 -0.033
C 0.52159 3.29057 -4.03375 -0.587
C -0.14311 4.30220 -3.09288 -0.038
C 1.76746 3.86226 -4.72015 -0.039
C 1.06306 2.27478 -3.09012 -0.056
C 1.41232 1.40879 -2.31231 -0.458
H -0.80472 3.26047 -5.80234 0.103
H -1.35116 2.34635 -4.42503 0.025
H -0.10400 1.64997 -5.29601 0.096
H -0.90220 4.94908 -3.56678 0.086
H 0.56935 4.94927 -2.59710 0.087
H -0.72537 3.79175 -2.32251 0.063
H 1.44745 4.61521 -5.42820 0.082
H 2.39896 3.06537 -5.10094 0.090
H 2.34047 4.45640 -3.99164 0.089
O -2.79655 2.40947 -2.27188 -0.606
S -3.76401 2.23352 -3.40981 1.032
C -4.07984 3.84556 -4.20264 -0.386
C -4.63256 3.87167 -5.46464 -0.065
C -4.86257 5.12601 -6.10848 -0.042
C -4.65560 6.28915 -5.34544 -0.102
C -4.09677 6.21989 -4.10786 -0.069
C -3.86933 4.96148 -3.50916 -0.090
C -5.44574 2.07332 -2.90477 -0.405
C -6.37135 1.39146 -3.70957 -0.068
C -7.68398 1.32256 -3.28731 -0.081
C -8.08498 1.96859 -2.11524 -0.074
C -7.11879 2.56792 -1.31550 -0.049
C -5.77791 2.63875 -1.72715 -0.070
H -4.89472 2.96620 -5.98089 0.102
H -5.17517 5.10487 -7.15234 0.106
H -5.15568 7.25986 -5.64532 0.129
H -3.90707 7.15206 -3.54009 0.122
H -3.45741 4.83337 -2.52971 0.108
H -6.06751 0.91103 -4.64749 0.117
H -8.43583 0.79752 -3.83553 0.100
H -9.19687 2.03571 -1.96622 0.125
H -7.40079 3.11019 -0.37753 0.124
H -5.01642 3.13464 -1.17945 0.108

***

The calculation returns the following energy above the lowest of the compared OMol25 structures with the same formula, charge and spin values, one per record and in order: 72.75 0.00 kJ/mol.
The calculation returns the following F_max values, one per record and in order: 1.93 3.36 eV/Å.